No. 1
The following is a DFT calculation (ωB97M-V/def2-TZVPD) of C12H19CaF12N3O12S4 as an isolated structure.

Each line ends with the Löwdin charge.
Atoms and positions in Å:
1 F 1.29983 -4.26566 2.15167  0.20
2 C -2.72784 -1.24509 -2.62497  -0.28
3 C -2.71820 -1.78200 1.70953  -0.01
4 O 3.41463 -3.24108 -3.52702  -0.29
5 S 2.00917 1.02005 -2.53971  0.67
6 O 2.51628 1.91138 -3.59444  -0.29
7 F 4.36804 1.17006 -1.41805  0.19
8 C -0.62059 2.57703 -4.22717  -0.65
9 H -2.57312 3.11310 3.51368  0.12
10 H -3.93104 -1.16444 -0.86990  0.08
11 H -0.16318 5.45970 4.74353  0.08
12 C 3.12068 1.31135 -1.05107  -0.63
13 F 1.14933 -5.30833 0.19544  0.13
14 F 3.77606 -4.96313 -0.19014  0.09
15 H -4.60730 -0.15998 -2.16965  0.11
16 H 0.59810 1.02239 3.23701  0.11
17 F 2.81538 2.54781 -0.67440  0.12
18 H -2.53322 1.68856 1.65447  0.11
19 F -1.60420 1.70376 -4.20861  0.14
20 H -1.15291 2.07330 3.85062  0.09
21 F 5.39896 -4.46822 -1.49869  0.12
22 F -0.36646 -4.06571 0.81747  0.13
23 F -1.11150 3.76824 -4.65072  0.11
24 C 4.08792 -4.67769 -1.47833  -0.62
25 O -3.13347 0.60242 -0.87385  -0.37
26 N 1.82281 -3.19937 -1.64994  -0.26
27 F 0.34442 2.20852 -5.03024  0.15
28 H -2.71353 -2.48103 2.54586  0.09
29 O 2.08962 -0.38189 -2.92406  -0.29
30 Ca -0.88525 0.05716 -0.54067  1.40
31 S 1.80020 -2.63449 0.03911  0.75
32 N 0.49057 1.34163 -1.92415  -0.43
33 O 4.19574 -1.93328 -1.59829  -0.33
34 H -3.40555 -2.02310 -2.97639  0.10
35 C -3.69257 -0.43643 -1.64529  -0.32
36 H 0.28355 2.32324 1.02105  0.11
37 H -0.50710 -1.39255 3.28210  0.13
38 F 2.80074 0.45457 -0.01334  0.09
39 O -0.69726 3.96522 3.35415  -0.19
40 C -0.78927 4.57423 4.63387  -0.14
41 H 1.19030 0.03441 1.98909  0.09
42 H -1.78932 4.94325 4.86155  0.08
43 H -2.57603 -0.70632 -3.56027  0.12
44 S 0.08715 2.80125 -2.38574  0.61
45 F 3.65039 -5.65460 -2.32868  0.10
46 O -1.14945 3.22613 -1.70519  -0.33
47 H -0.46211 4.05582 5.53515  0.08
48 C 0.27692 0.52888 2.31974  -0.11
49 C 0.94185 -4.21252 0.92550  -0.68
50 H -1.67398 3.07749 1.08144  0.12
51 O 1.08889 3.86706 -2.54238  -0.31
52 O 3.07748 -2.45927 0.75744  -0.33
53 C -1.58624 2.80482 3.16857  -0.17
54 O -1.43491 -1.60949 -2.19251  -0.16
55 S 3.35078 -3.05596 -2.10965  0.56
56 H -3.57423 -1.11148 1.78513  0.09
57 H -1.61732 -0.16655 3.35775  0.11
58 H -2.87357 -2.22953 0.72786  0.08
59 O 0.84833 -1.52805 0.17737  -0.44
60 N -0.31794 1.57827 1.34249  -0.10
61 C -1.58065 2.21186 1.73724  -0.19
62 O -1.49651 -0.93629 1.50860  -0.36
63 C -0.82829 -0.52942 2.69906  -0.19

* M: 793.62 u
* Kohn-Sham gap (spin up / spin down): 8.89 / 5.96 eV
* spin multiplicity: 2
* LUMO energy (spin up / spin down): 1.98 / -0.18 eV
* total charge: -1

No. 2
The following is a DFT calculation (ωB97M-V/def2-TZVPD) of an isolated ion of composition C9H13N3 and charge +2.

Each line ends with the Löwdin charge.
Atoms and positions in Å:
1 H 2.95791 2.84693 -0.80830  0.15
2 C 3.12351 2.29430 0.16621  -0.02
3 H -2.86678 2.56572 -0.23720  0.11
4 C -1.30114 0.36592 0.38851  0.00
5 C 2.62267 -2.25591 -0.15105  -0.01
6 H -0.50044 1.01694 0.92162  0.21
7 H -4.33376 1.64762 -0.11376  0.11
8 N 2.48514 1.11187 0.10666  0.12
9 H -2.05840 -2.48349 -0.86504  0.16
10 C 1.56001 -1.21840 -0.02778  -0.19
11 H 4.22045 1.93749 0.30248  0.17
12 H 0.12926 -2.79924 -0.17800  0.19
13 H -4.14595 -0.53005 -0.71048  0.17
14 C -2.13302 -1.41730 -0.59143  0.03
15 C 2.00665 0.07317 -0.01011  0.09
16 C -3.36660 1.79897 0.28599  0.07
17 C -3.09619 -0.49315 -0.42182  0.01
18 N -2.55003 0.59886 0.15678  -0.06
19 H 2.40361 -3.01762 -0.86530  0.10
20 H 3.64327 -1.83634 -0.40790  0.13
21 H 2.75819 -2.67458 0.80682  0.09
22 N -0.96660 -0.85488 -0.11161  -0.02
23 C 0.22337 -1.65664 -0.02845  0.11
24 H 2.69920 2.80633 1.14328  0.17
25 H -3.51431 2.17347 1.24986  0.10

* M: 163.22 u
* Kohn-Sham gap: 8.66 eV
* LUMO energy: -8.79 eV
* total charge: +2

No. 3
The following is a DFT calculation (ωB97M-V/def2-TZVPD) of an isolated molecule of C4H6N4.

Each line ends with the Löwdin charge.
Atoms and positions in Å:
1 N 0.76715 -0.91860 -0.10252  0.12
2 N 0.16084 1.25904 -0.21996  0.13
3 N -2.65266 -0.09870 0.49165  -0.01
4 N 3.04341 -0.87470 0.14168  0.19
5 H -2.34104 -0.31473 1.46339  0.08
6 H 2.05824 2.09471 0.04299  0.11
7 H 3.83079 -0.22133 0.45979  0.09
8 C -1.66423 -0.60563 -0.51666  -0.19
9 C 1.94601 -0.18985 0.04545  -0.42
10 H -2.70906 0.90760 0.47457  0.05
11 H -2.09193 -0.42912 -1.54045  0.13
12 H -1.57609 -1.69153 -0.34785  0.11
13 C -0.23941 -0.09902 -0.30359  -0.31
14 C 1.46797 1.18185 -0.08850  -0.07

* M: 110.12 u
* Kohn-Sham gap: 8.13 eV
* LUMO energy: -1.66 eV
* total charge: 0

No. 4
The following is a DFT calculation (ωB97M-V/def2-TZVPD) of C22H27N3O5S2Si2Zr as an isolated structure.

Each line ends with the Löwdin charge.
Atoms and positions in Å:
1 C 3.79825 2.24256 -3.74825  -0.16
2 O -1.45869 0.54576 4.19713  -0.02
3 C -0.30135 1.24836 -3.81093  -0.22
4 C 4.61569 1.76649 -4.89400  -0.49
5 C -2.28817 -0.72054 -2.73137  -0.31
6 C -2.40324 -1.75061 -1.78335  -0.32
7 C -1.22532 0.72059 2.99652  -0.58
8 H 3.10668 1.51474 -0.51518  0.08
9 C 2.02568 3.63928 -2.91433  -0.14
10 H 0.15482 2.23436 -3.73245  -0.01
11 H 1.05826 0.34182 4.07186  0.12
12 N -1.70308 1.90861 0.87746  -0.11
13 H -2.76632 2.17312 2.72062  0.11
14 N -0.12144 0.38856 2.32252  -0.13
15 C 0.97846 -0.14694 3.09922  -0.14
16 H -3.11871 2.24731 -3.31936  0.01
17 H -2.72030 -1.70989 2.17521  0.01
18 C -3.13564 -2.89816 -2.10897  -0.12
19 C 3.87067 1.62180 -2.50327  -0.04
20 C 2.91389 3.30394 -3.92087  -0.03
21 H -2.29670 3.18000 -2.05694  0.00
22 H -4.30799 -3.93910 -3.57953  0.08
23 H 0.25779 -3.20810 -0.52662  0.00
24 N 1.27568 -0.53920 -1.40062  -0.08
25 C -0.56577 -3.12703 0.18580  -0.24
26 S 2.77312 -2.02989 -3.22797  0.52
27 C 2.01105 2.93541 -1.70430  -0.67
28 H -1.20032 -4.01468 0.08105  0.01
29 C 3.02352 1.99774 -1.47806  -0.12
30 C 2.28782 0.03762 2.33011  -0.62
31 O 3.35835 -0.18345 2.86893  0.02
32 H 1.27402 4.40130 -3.08080  0.10
33 H -0.91884 1.23686 -4.71624  0.01
34 H -3.22631 -3.70232 -1.38293  0.08
35 H -3.53150 1.96849 -1.63583  0.01
36 H 0.86098 -1.21946 3.29756  0.12
37 Si -1.30540 0.85606 -2.24049  0.48
38 S 0.69086 3.16693 -0.55279  0.51
39 H -2.37129 1.92871 0.11579  0.03
40 H -4.10419 -2.12276 -5.25878  0.08
41 H 4.59270 0.83136 -2.33236  0.12
42 H -3.03497 0.64301 1.88142  0.09
43 H -0.13782 -3.14095 1.19349  0.01
44 H 4.21934 -0.03687 -4.33193  0.03
45 H 2.89083 3.81623 -4.87479  0.11
46 H -3.87296 -1.15255 0.94701  0.01
47 C -3.74819 -3.03930 -3.34454  -0.13
48 H -2.82182 -0.09454 -4.72164  0.08
49 H -1.37007 2.85918 1.00445  0.05
50 O 2.13503 0.42552 1.09357  -0.24
51 O 4.80078 0.42746 -4.96255  0.08
52 C -2.69546 2.19246 -2.31060  -0.26
53 Zr 0.19019 0.65109 0.14893  1.19
54 C -3.63396 -2.02051 -4.28577  -0.12
55 C 1.88444 -1.16633 -2.17534  -0.92
56 Si -1.56950 -1.52062 -0.08084  0.51
57 C -2.91004 -0.87960 -3.97512  -0.12
58 C -2.28513 1.39240 2.12844  -0.16
59 H 0.50173 0.51889 -3.94237  0.01
60 H -3.40079 -2.84767 1.00517  0.01
61 C -3.02942 -1.82467 1.13202  -0.25
62 O 5.10366 2.47705 -5.73858  0.08

* M: 625.00 u
* Kohn-Sham gap: 6.00 eV
* LUMO energy: 4.49 eV
* total charge: -2

No. 5
The following is a DFT calculation (ωB97M-V/def2-TZVPD) of a 12-piece molecular cluster, C12H48N8O12 overall.

Each line ends with the Löwdin charge.
Atoms and positions in Å:
1 H 2.31517 10.81390 9.93207  0.08
2 H -0.61810 5.12055 14.76563  0.09
3 H -2.76918 13.02302 13.20559  0.04
4 H -5.35096 8.12640 18.28345  0.07
5 O 0.22676 7.22573 14.12016  0.00
6 H -5.20203 11.39495 16.79626  0.08
7 N -5.35568 12.21899 13.65410  0.16
8 H 2.64575 6.92633 14.09620  0.09
9 H -6.36332 12.19258 13.48887  0.11
10 H 1.95531 6.20965 10.29490  0.07
11 H -3.80024 7.63657 13.40987  0.10
12 H -5.93978 8.84022 16.74343  0.05
13 H 5.05164 2.32649 12.68833  0.09
14 C -1.07742 5.73682 10.73575  -0.57
15 O 3.30029 3.23032 13.39073  -0.14
16 H -2.80008 6.71848 10.24319  0.05
17 N -5.55942 11.53692 15.88675  0.18
18 O -2.80120 11.25816 11.58029  -0.03
19 H 0.46838 8.63735 10.01001  0.09
20 H -3.11445 9.53244 11.36556  0.06
21 H 1.57824 13.96221 16.07368  0.07
22 H -4.80919 9.02422 12.79978  0.06
23 H -0.18992 11.49160 17.13278  0.09
24 O 2.10642 4.47118 11.41771  -0.14
25 H -0.70320 10.09786 17.92981  0.07
26 H 1.09546 9.87455 12.75560  0.07
27 C 0.86893 6.17458 14.32030  -0.65
28 H 5.00566 2.95997 14.29260  0.04
29 N -2.03948 13.12140 12.54916  0.18
30 O -4.25374 9.70907 17.53464  -0.17
31 O -3.50954 12.27970 15.13495  -0.03
32 H 2.99683 3.61006 12.53675  0.03
33 H 0.19415 6.89438 11.87702  0.08
34 H -1.16977 13.63310 12.86958  0.12
35 H 2.86470 9.08922 9.96578  0.08
36 H -2.70401 5.09274 9.70021  0.08
37 C 0.76344 14.31183 15.47814  -0.18
38 H 3.25281 5.15643 9.72890  0.08
39 H -4.60614 7.77622 16.66736  0.08
40 H 1.98223 9.64475 8.60476  0.06
41 N -2.25036 5.95022 9.91894  0.15
42 O -3.10219 8.58583 11.68798  -0.18
43 H -1.84055 11.48962 18.05768  0.09
44 C 2.67897 5.45461 10.59704  -0.14
45 H -3.32550 9.37438 13.58909  0.07
46 N -0.69890 11.86701 11.08722  0.19
47 H 5.08954 4.09477 13.03386  0.08
48 H 2.64104 5.23852 14.12053  0.06
49 H 0.11532 12.44861 11.13213  0.11
50 H -2.41162 11.09550 15.89931  0.02
51 C 4.66677 3.13169 13.34583  -0.19
52 C 2.06990 9.79027 9.65450  -0.16
53 H -6.51944 11.65601 15.72303  0.09
54 H -1.31679 7.59675 11.62476  0.08
55 C -1.84285 12.03998 11.76300  -0.63
56 H -0.05892 14.65581 16.02456  0.05
57 H 0.04434 10.16431 14.73547  0.06
58 H 2.21174 11.07956 13.21599  0.06
59 C -4.74034 12.03786 14.91254  -0.53
60 H 1.12654 15.25874 14.97757  0.10
61 H -3.43450 9.74636 16.99686  0.05
62 H -4.79313 12.31357 12.84137  0.06
63 N 0.27776 4.93220 14.35830  0.15
64 H 0.74557 4.14859 14.89466  0.14
65 C -5.09465 8.51916 17.31031  -0.10
66 H 0.34924 12.53178 14.49653  0.02
67 O -1.72915 10.47231 16.18911  -0.16
68 C 1.62905 10.31738 13.59718  -0.12
69 N 2.22679 6.08275 14.45027  0.17
70 O 0.49112 13.47421 14.43040  -0.14
71 O -0.49665 4.65880 10.70988  0.02
72 H 3.30906 6.04275 11.18878  0.06
73 H 1.18412 4.36071 11.10148  0.05
74 H 2.23408 9.50033 13.92563  0.06
75 H -0.70879 11.17759 10.33692  0.10
76 C -3.80331 8.65087 12.90485  -0.17
77 N -0.63217 6.92109 11.28157  0.17
78 O 0.70886 10.82026 14.55894  -0.12
79 C -1.14621 10.92324 17.41166  -0.13
80 O 0.82469 9.54077 10.25813  -0.18

* M: 496.56 u
* Kohn-Sham gap: 10.30 eV
* LUMO energy: 0.57 eV
* total charge: 0

Which value of M does entry 4 give?
625.00 u